No. 1
Computed, not measured: a 7-piece molecular cluster, C14H42O11 overall in a non-equilibrium geometry, with wB97M-V/def2-TZVPD.

Calculated values
Kohn-Sham gap = 10.1 eV
SMILES string = OCCO.OCCO.OCCO.OCCO.CCO.CCO.CCO
relative energy (zero: lowest compared OMol25 entry of this formula, charge and spin) = 373.5 kJ/mol
lowest unoccupied orbital energy = 0.01044 Ha
HOMO level = -9.8640 eV

The geometry in ORCA input format:
```
! wB97M-V def2-TZVPD RIJCOSX def2/J DEFGRID3
* xyz 0 1
O -7.210 -2.830 1.304
C -7.278 -2.042 2.499
C -7.443 -0.515 2.309
O -8.802 0.125 2.541
H -6.406 -2.658 0.810
H -8.070 -2.456 3.124
H -6.309 -2.312 2.918
H -7.031 -0.336 1.316
H -6.887 0.145 2.975
H -8.911 0.630 1.731
O -1.383 0.362 0.503
C -0.315 0.599 -0.392
C -0.867 1.634 -1.443
O -1.341 0.891 -2.575
H -1.546 1.177 0.983
H 0.497 1.045 0.182
H 0.215 -0.281 -0.756
H -0.033 2.229 -1.815
H -1.637 2.264 -0.996
H -2.131 1.242 -2.992
O 7.633 -0.803 2.011
C 6.899 -2.016 2.379
C 7.502 -3.005 3.468
O 7.036 -4.306 3.328
H 7.652 -0.304 2.830
H 5.935 -1.735 2.804
H 6.740 -2.495 1.413
H 7.111 -2.735 4.449
H 8.591 -2.972 3.443
H 7.814 -4.868 3.310
O -3.518 6.271 -7.307
C -3.278 5.873 -6.010
C -4.637 5.386 -5.313
O -4.867 4.015 -5.566
H -3.923 7.140 -7.255
H -2.490 5.127 -5.911
H -2.899 6.744 -5.476
H -5.371 6.117 -5.650
H -4.736 5.513 -4.235
H -5.696 3.863 -5.106
C 1.656 -6.005 2.894
C 2.080 -7.192 3.683
O 2.401 -7.008 5.087
H 1.504 -6.101 1.819
H 2.409 -5.242 3.089
H 0.769 -5.627 3.403
H 2.935 -7.665 3.199
H 1.299 -7.945 3.582
H 3.311 -6.721 4.986
C -0.447 6.147 3.581
C -1.916 5.917 3.610
O -2.158 4.530 3.974
H -0.054 6.090 4.596
H -0.209 7.195 3.401
H 0.137 5.532 2.896
H -2.136 5.919 2.543
H -2.362 6.738 4.171
H -2.043 4.377 4.915
C 4.624 -1.840 -6.193
C 4.892 -2.668 -4.869
O 5.310 -3.949 -5.338
H 5.448 -1.754 -6.901
H 4.245 -0.843 -5.972
H 3.862 -2.366 -6.768
H 4.083 -2.720 -4.141
H 5.785 -2.283 -4.376
H 5.970 -4.239 -4.703
*
```

Löwdin atomic charge list, values in e, 8 entries: -0.0895, -0.2248, -0.1676, -0.1010, 0.0777, 0.1206, 0.1125, 0.1064

=====

No. 2
Computed, not measured: a 7-piece molecular cluster, C14H42O14 overall in a non-equilibrium geometry, with wB97M-V/def2-TZVPD.

Calculated values
Kohn-Sham gap = 9.6 eV
SMILES string = OCCO.OCCO.OCCO.OCCO.OCCO.OCCO.OCCO
relative energy (zero: lowest compared OMol25 entry of this formula, charge and spin) = 182.4 kJ/mol
lowest unoccupied orbital energy = 0.01017 Ha
HOMO level = -9.2981 eV

The geometry in ORCA input format:
```
! wB97M-V def2-TZVPD RIJCOSX def2/J DEFGRID3
* xyz 0 1
O -0.342 -0.876 1.268
C 0.849 -0.704 0.486
C 1.248 0.770 0.404
O 0.374 1.514 -0.386
H -0.321 -1.785 1.578
H 1.622 -1.361 0.884
H 0.680 -0.990 -0.553
H 2.236 0.933 -0.025
H 1.288 1.230 1.391
H -0.055 2.202 0.129
O 5.287 -0.033 -4.926
C 4.065 -0.048 -4.200
C 4.230 -0.664 -2.773
O 4.794 -2.008 -2.791
H 5.014 0.060 -5.842
H 3.740 0.987 -4.099
H 3.327 -0.614 -4.769
H 3.279 -0.636 -2.241
H 4.883 0.001 -2.208
H 5.656 -1.889 -3.197
O 0.948 6.833 1.674
C 1.532 5.730 1.033
C 0.477 4.685 0.514
O 0.040 3.800 1.514
H 1.418 6.911 2.508
H 2.096 6.002 0.141
H 2.253 5.294 1.725
H 0.836 4.086 -0.323
H -0.378 5.230 0.113
H -0.784 4.145 1.865
O 1.185 -3.939 0.271
C 1.163 -4.525 1.596
C 1.532 -3.607 2.722
O 2.789 -3.060 2.536
H 1.243 -4.609 -0.414
H 0.129 -4.841 1.737
H 1.839 -5.371 1.723
H 1.587 -4.182 3.646
H 0.835 -2.796 2.936
H 2.861 -3.126 1.581
O -1.628 -2.861 3.076
C -2.835 -2.120 3.072
C -4.062 -3.149 3.200
O -4.058 -3.829 4.421
H -1.557 -3.468 3.816
H -2.756 -1.569 4.010
H -2.963 -1.384 2.278
H -3.982 -3.961 2.477
H -5.028 -2.681 3.013
H -3.351 -4.473 4.336
O -2.695 -0.095 -0.285
C -3.037 0.975 0.600
C -4.556 1.154 0.770
O -4.970 1.905 -0.332
H -1.861 -0.402 0.078
H -2.578 0.688 1.546
H -2.462 1.868 0.354
H -4.859 1.656 1.689
H -5.020 0.168 0.773
H -5.344 1.231 -0.904
O -1.776 1.759 -2.564
C -1.377 1.067 -3.778
C 0.111 1.316 -4.063
O 0.774 0.560 -3.130
H -1.448 1.220 -1.841
H -1.614 0.009 -3.670
H -1.887 1.462 -4.657
H 0.349 2.368 -4.218
H 0.361 0.892 -5.035
H 0.652 0.946 -2.260
*
```

Löwdin atomic charge list, values in e, 8 entries: -0.0681, -0.1865, -0.2169, -0.0836, 0.0474, 0.1040, 0.1199, 0.1221

=====

No. 3
Computed, not measured: a 7-piece molecular cluster, C14H42O14 overall in a non-equilibrium geometry, with wB97M-V/def2-TZVPD.

Calculated values
Kohn-Sham gap = 9.8 eV
SMILES string = OCCO.OCCO.OCCO.OCCO.OCCO.OCCO.OCCO
relative energy (zero: lowest compared OMol25 entry of this formula, charge and spin) = 150.0 kJ/mol
lowest unoccupied orbital energy = 0.00142 Ha
HOMO level = -9.7525 eV

The geometry in ORCA input format:
```
! wB97M-V def2-TZVPD RIJCOSX def2/J DEFGRID3
* xyz 0 1
O -2.327 -2.750 -3.809
C -2.137 -2.168 -2.512
C -1.793 -0.704 -2.613
O -0.715 -0.541 -3.537
H -3.253 -2.916 -3.998
H -3.034 -2.343 -1.906
H -1.393 -2.816 -2.044
H -1.473 -0.336 -1.641
H -2.669 -0.134 -2.935
H -0.984 -0.958 -4.365
O 0.971 3.667 -1.720
C 2.151 4.256 -1.239
C 2.369 5.578 -1.987
O 1.370 6.546 -1.764
H 0.946 2.704 -1.734
H 2.064 4.424 -0.160
H 3.062 3.665 -1.394
H 2.421 5.337 -3.056
H 3.370 5.919 -1.705
H 0.720 6.412 -2.458
O -3.604 -0.408 -0.253
C -4.657 -0.419 -1.199
C -4.882 0.959 -1.816
O -6.228 1.052 -2.265
H -3.823 0.190 0.469
H -4.412 -1.166 -1.954
H -5.595 -0.730 -0.723
H -4.122 1.228 -2.569
H -4.657 1.778 -1.108
H -6.262 1.814 -2.855
O 0.176 1.680 7.200
C -0.240 1.197 5.943
C 0.697 0.243 5.221
O 0.895 -0.885 6.079
H 0.502 2.577 7.085
H -1.183 0.663 6.086
H -0.544 2.012 5.277
H 1.574 0.834 4.929
H 0.198 -0.179 4.347
H 1.017 -1.661 5.528
O -1.929 -2.017 2.396
C -1.876 -3.438 2.273
C -2.243 -3.765 0.825
O -3.491 -3.270 0.467
H -1.105 -1.579 2.134
H -0.901 -3.879 2.514
H -2.554 -3.814 3.038
H -2.092 -4.836 0.629
H -1.458 -3.374 0.154
H -3.477 -2.315 0.630
O 5.546 -1.733 -2.604
C 5.216 -1.244 -1.273
C 6.450 -0.830 -0.542
O 7.042 0.317 -1.136
H 4.729 -2.076 -2.973
H 4.446 -0.487 -1.477
H 4.591 -2.016 -0.803
H 7.125 -1.687 -0.519
H 6.167 -0.558 0.475
H 7.744 0.003 -1.714
O 0.505 -0.779 1.834
C 0.214 0.017 0.670
C 1.141 -0.277 -0.506
O 0.837 0.740 -1.451
H 1.443 -0.749 2.044
H -0.854 -0.087 0.491
H 0.409 1.053 0.961
H 1.083 -1.299 -0.878
H 2.158 -0.038 -0.180
H 0.617 0.392 -2.325
*
```

Löwdin atomic charge list, values in e, 8 entries: -0.0559, -0.2283, -0.2130, -0.0662, 0.0886, 0.0898, 0.1167, 0.0970

=====

No. 4
Computed, not measured: a 13-piece molecular cluster, C14H43BN17O25 overall in a non-equilibrium geometry, with wB97M-V/def2-TZVPD.

Calculated values
Kohn-Sham gap = 9.1 eV
lowest unoccupied orbital energy = -0.10868 Ha
HOMO level = -12.0440 eV

The geometry in ORCA input format:
```
! wB97M-V def2-TZVPD RIJCOSX def2/J DEFGRID3
* xyz 1 1
N -1.029 -4.774 -2.575
B -1.347 -3.603 -1.853
O -0.725 -2.408 -1.956
N -2.401 -3.649 -0.753
C -3.687 -3.653 -1.042
N -4.214 -3.625 -2.287
C -5.518 -3.645 -2.115
N -5.868 -3.675 -0.836
N -4.693 -3.678 -0.139
H -0.958 -4.684 -3.581
H -1.608 -5.578 -2.378
H -0.418 -2.193 -2.853
H -2.144 -3.630 0.224
H -6.243 -3.639 -2.912
H -6.793 -3.707 -0.412
H -4.669 -3.714 0.867
C 0.186 -0.911 0.666
N -0.808 -0.696 1.747
O -1.467 -1.659 2.112
O -0.920 0.419 2.203
H 0.144 -1.951 0.389
H -0.089 -0.266 -0.162
H 1.164 -0.635 1.048
C 2.206 2.328 2.182
N 2.321 2.516 0.711
O 2.647 3.611 0.296
O 2.081 1.559 0.003
H 2.445 3.262 2.668
H 1.184 2.017 2.386
H 2.911 1.551 2.463
C 5.213 4.553 5.669
N 4.276 3.760 4.834
O 4.736 3.077 3.937
O 3.089 3.851 5.080
H 6.221 4.373 5.316
H 4.933 5.593 5.553
H 5.088 4.239 6.701
C 4.295 5.872 1.842
N 5.445 6.582 2.468
O 5.347 6.908 3.639
O 6.413 6.783 1.774
H 3.513 5.769 2.585
H 3.968 6.469 0.997
H 4.657 4.907 1.503
C 0.789 -4.847 3.370
N 0.861 -4.680 1.892
O 1.255 -3.613 1.459
O 0.515 -5.617 1.204
H 1.126 -3.927 3.829
H -0.245 -5.068 3.616
H 1.426 -5.688 3.627
C -10.630 -2.642 -1.420
N -9.642 -3.737 -1.217
O -8.664 -3.508 -0.513
O -9.866 -4.796 -1.741
H -10.287 -1.770 -0.878
H -10.690 -2.465 -2.490
H -11.582 -3.009 -1.046
C 5.975 8.882 6.368
N 5.675 7.859 7.409
O 6.366 6.859 7.436
O 4.756 8.090 8.162
H 6.810 8.529 5.776
H 5.079 8.997 5.766
H 6.202 9.808 6.887
C 2.043 -0.395 -5.385
N 0.980 -1.429 -5.310
O 0.904 -2.266 -6.172
O 0.225 -1.367 -4.345
H 2.625 -0.577 -6.280
H 1.562 0.578 -5.410
H 2.646 -0.487 -4.487
C 4.880 4.168 -2.427
N 5.045 4.361 -3.894
O 5.475 5.424 -4.288
O 4.718 3.431 -4.601
H 5.208 5.074 -1.931
H 3.830 3.956 -2.247
H 5.488 3.312 -2.147
C -0.174 3.883 -4.956
N 1.166 3.571 -4.388
O 1.494 4.130 -3.363
O 1.854 2.777 -4.998
H -0.656 4.603 -4.307
H -0.013 4.281 -5.953
H -0.727 2.950 -5.008
C -11.877 -7.821 -1.993
N -12.910 -6.849 -1.535
O -13.905 -6.712 -2.208
O -12.663 -6.240 -0.512
H -12.215 -8.275 -2.916
H -10.967 -7.246 -2.134
H -11.744 -8.556 -1.206
C 4.299 -3.993 -0.189
N 5.430 -3.353 0.539
O 5.258 -3.070 1.708
O 6.445 -3.154 -0.091
H 3.472 -4.091 0.502
H 4.045 -3.346 -1.023
H 4.646 -4.955 -0.552
*
```

Löwdin atomic charge list, values in e, 8 entries: 0.2268, -0.6901, 0.1650, 0.2419, -0.3427, 0.1805, -0.0940, 0.1010

=====

No. 5
Computed, not measured: C14H43Br3ClFLiMgO9Si2 as an isolated structure in a non-equilibrium geometry, with wB97M-V/def2-TZVPD.

Calculated values
Kohn-Sham gap = 1.4 eV
lowest unoccupied orbital energy = -0.25229 Ha
HOMO level = -8.2301 eV

The geometry in ORCA input format:
```
! wB97M-V def2-TZVPD RIJCOSX def2/J DEFGRID3
* xyz 1 1
C 0.275 -0.639 0.979
O -0.933 -0.120 0.400
C -2.125 -0.289 1.163
C -2.534 -1.758 1.167
C -3.393 -2.130 2.372
Si -2.442 -2.230 3.978
O -0.876 -2.624 3.676
Si -0.336 -4.090 3.268
H 0.872 -1.049 0.174
H 0.828 0.170 1.440
H 0.036 -1.403 1.707
H -2.889 0.277 0.640
H -2.029 0.155 2.153
H -3.105 -1.915 0.251
H -1.659 -2.395 1.096
H -3.837 -3.114 2.192
H -4.237 -1.450 2.469
H -3.059 -3.260 4.836
H -2.484 -0.954 4.706
H -1.144 -5.113 3.973
H -0.493 -4.293 1.789
H 1.100 -4.179 3.576
C 2.288 3.140 1.628
C 1.477 2.432 2.683
O 0.087 2.465 2.324
O 1.842 4.468 1.458
H 3.344 3.171 1.892
H 2.182 2.602 0.673
H 1.547 2.943 3.642
H 1.825 1.400 2.805
H -0.033 1.916 1.543
H 0.882 4.447 1.530
O -2.583 -4.459 -0.531
H -2.250 -5.639 -0.631
H -3.545 -4.407 -0.425
H -2.251 -3.846 -1.371
C -2.303 -2.300 -2.924
O -1.394 -3.118 -2.133
H -2.806 -2.968 -3.616
H -3.041 -1.801 -2.294
H -1.727 -1.566 -3.473
H -0.918 -2.504 -1.549
C 0.830 -0.760 -3.585
O 0.849 -2.196 -3.609
C 1.663 -2.652 -4.688
C 3.051 -2.942 -4.138
O 3.541 -1.755 -3.563
C 3.420 -1.744 -2.145
H 0.560 -0.450 -2.582
H 1.806 -0.333 -3.808
H 0.089 -0.377 -4.299
H 1.722 -1.875 -5.452
H 1.219 -3.543 -5.145
H 3.707 -3.266 -4.954
H 3.018 -3.746 -3.394
H 4.251 -2.304 -1.699
H 2.468 -2.217 -1.857
H 3.462 -0.683 -1.759
C 0.111 7.601 2.289
C -1.114 6.586 2.578
O -2.056 7.272 3.135
H 0.479 8.032 3.213
H 0.897 7.009 1.816
H -0.200 8.393 1.617
H -0.658 5.781 3.193
H -1.342 6.157 1.576
C 2.037 6.316 -1.978
Br 2.890 4.612 -1.851
Br 0.351 6.265 -1.052
Br 3.169 7.731 -1.371
H 1.800 6.508 -3.012
F 4.277 0.618 -2.358
Mg -3.613 -6.481 0.529
Cl -0.322 1.489 -0.990
Li -0.525 -7.015 0.109
*
```

Löwdin atomic charge list, values in e, 8 entries: -0.0759, -0.5037, -0.2018, -0.2656, -0.2874, 0.5263, -0.4755, 0.4924

=====

No. 6
Computed, not measured: a 14-piece molecular cluster, C14H43ClN14O27P overall in a non-equilibrium geometry, with wB97M-V/def2-TZVPD.

Calculated values
Kohn-Sham gap = 3.4 eV
lowest unoccupied orbital energy = 0.03455 Ha
HOMO level = -2.4578 eV

The geometry in ORCA input format:
```
! wB97M-V def2-TZVPD RIJCOSX def2/J DEFGRID3
* xyz -1 1
C 2.015 1.758 0.324
P 0.267 2.460 0.730
O -0.993 1.524 -0.094
N 0.061 4.119 0.014
Cl 1.592 4.910 0.258
H 2.395 2.052 -0.768
H 2.737 2.216 1.157
H 2.001 0.572 0.397
H -1.769 1.577 0.568
C -2.227 0.856 -2.840
N -3.687 1.100 -2.990
O -4.118 1.266 -4.137
O -4.359 1.117 -1.952
H -1.764 0.867 -3.829
H -1.822 1.654 -2.215
H -2.103 -0.121 -2.367
C 2.608 6.284 -3.455
N 3.369 5.007 -3.402
O 4.496 5.040 -2.892
O 2.815 4.007 -3.873
H 3.213 7.075 -3.008
H 2.403 6.502 -4.505
H 1.684 6.140 -2.891
C 2.348 -2.912 1.830
N 2.334 -1.488 1.399
O 2.968 -1.200 0.377
O 1.687 -0.700 2.098
H 2.952 -3.489 1.126
H 2.782 -2.949 2.831
H 1.315 -3.266 1.831
C 1.052 -2.360 -2.674
N 0.568 -3.286 -1.615
O -0.425 -3.975 -1.876
O 1.200 -3.296 -0.552
H 0.406 -2.456 -3.550
H 1.008 -1.346 -2.271
H 2.078 -2.646 -2.919
C 2.048 0.856 4.953
N 2.034 2.280 4.522
O 2.668 2.569 3.500
O 1.387 3.068 5.221
H 2.652 0.280 4.249
H 2.482 0.819 5.954
H 1.015 0.502 4.954
C 1.455 -7.280 -1.859
N 2.787 -6.669 -2.117
O 2.808 -5.601 -2.740
O 3.773 -7.279 -1.687
H 0.683 -6.640 -2.291
H 1.448 -8.265 -2.330
H 1.332 -7.357 -0.777
C -2.492 0.113 4.535
N -1.731 -1.164 4.588
O -0.604 -1.130 5.098
O -2.285 -2.164 4.117
H -1.887 0.904 4.982
H -2.697 0.331 3.485
H -3.416 -0.031 5.099
C -3.692 4.675 4.349
N -2.931 3.398 4.402
O -1.804 3.432 4.911
O -3.485 2.398 3.931
H -3.087 5.467 4.796
H -3.897 4.893 3.299
H -4.616 4.531 4.913
C 6.610 -8.075 -0.326
N 7.230 -7.536 0.915
O 6.641 -6.611 1.486
O 8.290 -8.058 1.280
H 5.688 -7.525 -0.528
H 7.326 -7.937 -1.139
H 6.400 -9.133 -0.157
C 0.455 7.680 -7.523
N 1.430 7.338 -6.452
O 1.921 6.203 -6.475
O 1.676 8.218 -5.619
H 0.336 6.817 -8.181
H -0.491 7.930 -7.039
H 0.857 8.533 -8.074
C -2.805 8.656 2.017
N -3.289 7.729 3.076
O -4.283 7.041 2.815
O -2.658 7.720 4.139
H -3.451 8.560 1.142
H -2.850 9.669 2.420
H -1.780 8.370 1.773
C -4.676 -2.724 1.852
N -5.681 -3.518 1.096
O -6.639 -2.904 0.611
O -5.481 -4.735 1.012
H -4.977 -1.674 1.846
H -4.649 -3.111 2.873
H -3.713 -2.851 1.354
C -2.972 -7.099 -2.382
N -2.210 -8.376 -2.329
O -1.084 -8.342 -1.820
O -2.765 -9.376 -2.800
H -2.367 -6.308 -1.935
H -3.177 -6.881 -3.432
H -3.896 -7.243 -1.819
*
```

Löwdin atomic charge list, values in e, 8 entries: -0.3750, 0.6326, -0.4659, -0.8745, 0.1941, 0.0440, 0.0279, -0.0041